# 1
The following is a DFT calculation (the ωB97M-V functional and the def2-TZVPD basis) of 11 unconnected molecules or ions with the total composition C18H58N4O11 at a distorted geometry.

Each line ends with the Mulliken charge.
Cartesian coordinates (Å):
N  0.47  -3.77  -2.11  -0.250
C  1.59  -3.17  -2.42  0.490
N  2.68  -3.95  -2.50  -0.578
O  1.69  -1.85  -2.65  -0.708
H  -0.26  -3.16  -1.73  0.056
H  0.46  -4.72  -1.71  0.354
H  3.49  -3.44  -2.76  0.258
H  2.71  -4.94  -2.68  0.257
N  0.22  1.03  0.81  2.195
C  1.01  0.41  -0.04  -0.511
N  0.53  0.23  -1.25  1.091
O  2.22  -0.07  0.32  -0.782
H  0.66  1.33  1.72  -0.925
H  -0.70  1.24  0.63  -0.688
H  1.19  -0.24  -1.85  0.388
H  -0.11  0.90  -1.72  -0.305
C  1.86  -0.94  4.92  -1.309
C  0.86  -0.85  3.78  0.391
O  -0.28  -0.15  4.19  -0.595
H  2.07  0.08  5.33  0.273
H  2.78  -1.45  4.50  0.237
H  1.45  -1.48  5.77  0.408
H  0.52  -1.87  3.53  0.386
H  1.38  -0.50  2.95  -0.008
H  -1.00  -0.36  3.68  0.321
C  0.65  1.26  -4.70  -0.970
C  0.18  2.44  -3.79  -0.589
O  -0.88  2.03  -2.94  -0.524
H  0.68  0.28  -4.17  0.165
H  1.66  1.48  -5.07  0.421
H  -0.16  1.14  -5.44  0.290
H  -0.17  3.26  -4.36  0.644
H  1.05  2.80  -3.26  0.306
H  -1.59  1.77  -3.61  0.193
C  -0.90  -3.65  0.78  -1.637
C  -0.40  -2.23  0.42  0.487
O  -1.06  -1.76  -0.74  -0.787
H  -0.73  -4.39  -0.02  0.300
H  -1.94  -3.61  0.99  0.514
H  -0.46  -4.09  1.64  0.372
H  0.72  -2.41  0.20  -0.026
H  -0.34  -1.44  1.13  0.110
H  -0.51  -1.01  -1.13  0.294
C  -2.04  2.70  3.40  -0.282
C  -1.68  4.12  3.29  -0.076
O  -2.45  4.97  4.12  -0.592
H  -3.01  2.39  3.00  0.466
H  -1.89  2.39  4.38  0.410
H  -1.23  2.23  2.94  -0.498
H  -1.86  4.50  2.30  0.203
H  -0.62  4.30  3.60  0.209
H  -3.32  4.95  3.84  0.309
C  3.17  -3.17  1.66  -0.505
C  2.76  -4.48  1.02  0.142
O  3.68  -4.66  0.00  -0.634
H  3.31  -2.33  0.92  0.099
H  4.11  -3.19  2.23  0.450
H  2.48  -2.85  2.46  -0.095
H  1.74  -4.48  0.60  -0.186
H  2.86  -5.33  1.73  0.306
H  3.37  -4.37  -0.88  0.452
C  -1.77  -1.38  -3.60  -0.485
C  -2.08  -1.08  -5.01  -0.181
O  -3.49  -0.90  -5.20  -0.592
H  -2.28  -0.79  -2.89  0.348
H  -0.73  -1.21  -3.35  -0.221
H  -2.08  -2.36  -3.30  0.550
H  -1.88  -1.89  -5.68  0.378
H  -1.48  -0.22  -5.35  -0.196
H  -4.01  -1.58  -4.83  0.330
C  -2.52  2.04  -0.24  -0.073
C  -3.75  1.96  -1.13  -0.552
O  -4.69  1.11  -0.48  -0.534
H  -2.66  2.37  0.81  0.205
H  -1.78  2.72  -0.67  0.193
H  -2.16  1.02  -0.18  0.025
H  -3.49  1.52  -2.09  0.116
H  -4.13  3.01  -1.39  0.347
H  -5.46  1.21  -1.04  0.338
C  2.54  2.35  3.22  -0.926
O  1.24  2.02  3.06  -0.251
H  3.13  1.47  3.46  0.297
H  2.82  3.01  4.05  0.339
H  2.92  2.72  2.28  0.218
H  0.86  1.94  3.94  0.244
C  0.79  3.98  -0.26  -0.460
O  0.38  4.03  1.13  -0.470
H  1.88  3.88  -0.22  0.321
H  0.51  4.88  -0.80  0.353
H  0.37  3.17  -0.83  -0.060
H  0.31  3.11  1.36  0.212

For the relative energy (zero: lowest compared OMol25 entry of this formula, charge and spin), the calculation gives 73.0 kcal/mol. The max |F| is 6.934 eV/A. The value obtained for the HOMO-LUMO gap is 9.5 eV. As for the charge: 0. The total energy comes out at -48085.980 eV. As for the SMILES: NC(N)=O.NC(N)=O.CCO.CCO.CCO.CCO.CCO.CCO.CCO.CO.CO.

=====

# 2
The following is a DFT calculation (the ωB97M-V functional and the def2-TZVPD basis) of a molecular structure, C24H36BrN3O3S3SiSr.

Each line ends with the Mulliken charge.
Cartesian coordinates (Å):
Sr  0.95  -0.45  -0.88  1.427
N  3.52  1.86  1.63  0.124
C  4.01  3.04  1.02  0.148
C  5.23  3.55  1.41  -0.661
C  5.73  4.70  0.80  -0.563
C  4.97  5.35  -0.16  -0.667
C  3.73  4.84  -0.53  -0.599
C  3.25  3.68  0.04  0.700
S  1.71  3.02  -0.51  -0.132
N  1.36  1.78  0.62  -0.689
C  2.26  1.38  1.44  0.395
C  1.89  0.25  2.35  -0.041
C  2.24  0.26  3.69  -0.553
C  1.82  -0.79  4.49  -0.662
C  1.07  -1.81  3.93  -0.363
C  0.78  -1.74  2.57  -0.674
N  1.17  -0.73  1.80  0.598
H  4.17  1.27  2.11  0.300
H  5.81  3.04  2.17  0.376
H  6.69  5.08  1.09  0.387
H  5.35  6.24  -0.64  0.379
H  3.14  5.35  -1.28  0.377
H  2.80  1.08  4.10  0.530
H  2.06  -0.81  5.55  0.425
H  0.72  -2.65  4.51  0.474
H  0.21  -2.53  2.10  0.408
C  -5.33  0.84  3.06  -2.043
C  -4.55  2.15  3.24  2.262
C  -4.43  2.77  1.84  -1.852
C  -5.40  3.09  4.11  -1.766
Si  -2.84  1.82  4.05  0.016
Br  -1.55  0.94  2.42  -0.465
C  -1.90  3.42  4.56  2.427
C  -2.09  4.52  3.49  -2.164
C  -0.39  3.21  4.69  -1.885
C  -2.43  3.97  5.89  -1.820
C  -2.87  0.50  5.44  2.538
C  -3.96  0.79  6.48  -1.837
C  -1.52  0.46  6.18  -2.056
C  -3.09  -0.92  4.90  -1.757
H  -6.26  1.06  2.51  0.584
H  -5.62  0.38  4.00  0.329
H  -4.77  0.11  2.47  0.332
H  -5.43  2.92  1.44  0.527
H  -3.88  2.12  1.16  0.326
H  -3.93  3.74  1.84  0.331
H  -6.39  3.19  3.66  0.543
H  -4.97  4.09  4.18  0.289
H  -5.55  2.72  5.13  0.285
H  -1.76  4.18  2.51  0.377
H  -1.47  5.38  3.77  0.585
H  -3.12  4.86  3.41  0.351
H  0.06  2.91  3.74  0.224
H  -0.11  2.47  5.44  0.308
H  0.07  4.16  4.98  0.567
H  -3.50  4.16  5.89  0.293
H  -1.93  4.93  6.10  0.532
H  -2.20  3.32  6.73  0.313
H  -3.87  1.79  6.92  0.291
H  -3.88  0.07  7.30  0.537
H  -4.97  0.70  6.07  0.321
H  -1.31  1.37  6.74  0.310
H  -0.69  0.29  5.49  0.175
H  -1.53  -0.37  6.89  0.631
H  -4.03  -1.05  4.38  0.307
H  -3.08  -1.62  5.74  0.544
H  -2.29  -1.22  4.22  0.174
O  2.02  -0.12  -3.00  -0.707
S  2.83  -1.34  -2.64  0.987
O  1.80  -2.32  -2.16  -0.730
O  3.70  -1.82  -3.67  -0.538
S  3.81  -0.77  -0.93  -0.441

For the relative energy (zero: lowest compared OMol25 entry of this formula, charge and spin), the calculation gives 5.7 kcal/mol. The max |F| is 0.777 eV/A. The value obtained for the HOMO-LUMO gap is 6.7 eV. As for the charge: 0. The total energy comes out at -147351.603 eV.

=====

# 3
The following is a DFT calculation (the ωB97M-V functional and the def2-TZVPD basis) of 3 unconnected molecules or ions with the total composition C16H38BF5N3O at a distorted geometry.

Each line ends with the natural charge from an NBO analysis.
Cartesian coordinates (Å):
C  -1.10  0.63  -1.39  -0.621
C  -0.40  -0.38  -0.30  -0.823
B  -1.07  -0.26  1.22  1.121
O  -1.77  -1.49  1.74  -0.845
N  -1.06  0.99  2.08  -0.867
C  0.22  1.21  2.86  0.762
F  0.07  2.56  3.52  -0.289
F  0.38  0.25  4.02  -0.274
C  1.58  1.31  1.95  0.924
F  2.56  2.13  2.76  -0.284
F  1.37  2.08  0.69  -0.299
F  2.27  0.00  1.74  -0.279
H  -0.30  0.93  -2.20  0.254
H  -1.62  1.57  -0.88  0.187
H  -1.92  -0.01  -1.96  0.254
H  0.76  -0.20  -0.32  0.281
H  -0.57  -1.49  -0.67  0.289
H  -1.59  -1.58  2.73  0.507
H  -1.85  0.88  2.78  0.491
H  -1.33  1.85  1.51  0.512
C  3.77  -1.16  4.33  -0.616
C  5.14  -1.76  4.01  -0.215
N  5.26  -3.17  4.39  -0.453
C  6.65  -3.65  4.38  -0.210
C  7.38  -3.68  3.05  -0.634
C  4.28  -4.09  3.82  -0.216
C  4.16  -4.15  2.30  -0.636
H  3.50  -1.31  5.38  0.218
H  3.78  -0.08  4.13  0.203
H  2.98  -1.59  3.70  0.185
H  5.87  -1.17  4.58  0.204
H  5.36  -1.60  2.95  0.159
H  6.68  -4.65  4.83  0.198
H  7.23  -3.02  5.07  0.193
H  7.02  -4.49  2.41  0.200
H  8.44  -3.85  3.21  0.219
H  7.28  -2.74  2.50  0.201
H  3.29  -3.82  4.22  0.182
H  4.45  -5.10  4.21  0.206
H  4.13  -3.16  1.84  0.194
H  3.24  -4.67  2.03  0.208
H  4.99  -4.71  1.86  0.212
C  -3.71  4.05  -3.01  -0.613
C  -3.76  3.10  -4.20  -0.215
N  -4.75  2.03  -4.06  -0.463
C  -4.59  0.95  -5.04  -0.206
C  -4.80  1.30  -6.51  -0.636
C  -6.13  2.45  -3.81  -0.218
C  -6.78  3.38  -4.82  -0.638
H  -3.56  3.50  -2.07  0.188
H  -2.87  4.75  -3.13  0.215
H  -4.62  4.65  -2.92  0.211
H  -2.76  2.65  -4.29  0.189
H  -3.93  3.68  -5.12  0.171
H  -5.25  0.12  -4.77  0.195
H  -3.58  0.55  -4.93  0.180
H  -5.86  1.45  -6.74  0.206
H  -4.45  0.47  -7.13  0.216
H  -4.25  2.19  -6.81  0.206
H  -6.17  2.94  -2.83  0.186
H  -6.77  1.56  -3.68  0.200
H  -6.14  4.22  -5.10  0.204
H  -7.70  3.81  -4.39  0.217
H  -7.08  2.85  -5.73  0.208

For the relative energy (zero: lowest compared OMol25 entry of this formula, charge and spin), the calculation gives 76.6 kcal/mol. The max |F| is 6.443 eV/A. The value obtained for the HOMO-LUMO gap is 5.1 eV. As for the charge: +1. The total energy comes out at -37979.450 eV.

=====

# 4
The following is a DFT calculation (the ωB97M-V functional and the def2-TZVPD basis) of a molecular structure, C40H37NOP2SiSr at a distorted geometry.

Each line ends with the Mulliken charge.
Cartesian coordinates (Å):
Sr  -2.20  -0.32  1.39  1.372
C  -1.63  3.59  1.78  -1.669
Si  -0.64  2.05  1.20  -0.312
C  0.13  2.86  -0.35  0.810
C  1.13  3.82  -0.19  -0.212
C  1.47  4.67  -1.23  -0.940
C  0.80  4.59  -2.43  -0.814
C  -0.16  3.61  -2.63  -0.648
C  -0.47  2.73  -1.60  0.030
P  -1.70  1.39  -1.78  0.127
C  -0.60  -0.07  -1.94  1.210
C  -1.25  -1.30  -2.03  -0.972
C  -0.53  -2.46  -2.25  -0.545
C  0.85  -2.40  -2.39  -0.872
C  1.50  -1.18  -2.31  -0.282
C  0.78  -0.02  -2.09  -0.435
C  -2.09  1.45  -3.59  0.324
C  -1.15  1.17  -4.58  0.219
C  -1.54  1.10  -5.91  -0.828
C  -2.86  1.32  -6.26  -0.476
C  -3.79  1.63  -5.28  -0.590
C  -3.40  1.69  -3.96  -0.661
C  0.82  1.90  2.41  0.936
C  1.14  2.83  3.39  0.070
C  2.13  2.59  4.33  -0.758
C  2.82  1.39  4.31  -0.939
C  2.54  0.45  3.33  -0.259
C  1.55  0.71  2.39  -0.603
P  1.21  -0.45  1.03  1.819
C  0.81  -1.97  1.95  0.025
C  0.83  -3.18  1.26  -0.467
C  0.40  -4.34  1.86  -1.146
C  -0.10  -4.32  3.16  -0.643
C  -0.16  -3.11  3.84  -0.700
C  0.29  -1.94  3.24  -0.380
C  2.96  -0.67  0.54  0.205
C  3.54  0.47  -0.01  -0.625
C  4.85  0.47  -0.47  -0.674
C  5.59  -0.70  -0.39  -0.638
C  5.03  -1.84  0.15  -0.688
C  3.72  -1.83  0.62  -0.180
H  -1.05  4.51  1.72  0.353
H  -1.97  3.47  2.81  0.423
H  -2.51  3.71  1.16  0.360
H  1.63  3.91  0.76  0.440
H  2.23  5.42  -1.07  0.438
H  1.02  5.29  -3.22  0.396
H  -0.68  3.56  -3.58  0.441
H  -2.33  -1.33  -1.96  0.397
H  -1.05  -3.40  -2.33  0.419
H  1.42  -3.31  -2.56  0.393
H  2.58  -1.14  -2.44  0.327
H  1.30  0.93  -2.04  0.504
H  -0.11  1.01  -4.31  0.439
H  -0.80  0.88  -6.67  0.407
H  -3.16  1.27  -7.30  0.384
H  -4.82  1.81  -5.56  0.404
H  -4.13  1.94  -3.19  0.389
H  0.60  3.77  3.42  0.401
H  2.36  3.34  5.07  0.407
H  3.58  1.19  5.05  0.425
H  3.10  -0.48  3.30  0.456
H  1.18  -3.18  0.23  0.431
H  0.46  -5.28  1.32  0.470
H  -0.43  -5.23  3.63  0.418
H  -0.57  -3.09  4.84  0.445
H  0.25  -1.01  3.80  0.356
H  2.95  1.38  -0.08  0.264
H  5.28  1.36  -0.88  0.458
H  6.62  -0.71  -0.74  0.385
H  5.61  -2.75  0.21  0.442
H  3.30  -2.73  1.05  0.462
N  -3.40  -4.44  1.27  -0.350
C  -3.49  -3.10  1.26  0.247
O  -2.61  -2.44  0.70  -0.484
C  -4.67  -2.48  1.94  -0.242
C  -4.20  -1.32  2.81  -1.573
H  -2.58  -4.88  0.88  0.248
H  -4.09  -5.02  1.71  0.218
H  -5.23  -3.25  2.50  0.350
H  -5.33  -2.09  1.16  0.196
H  -3.83  -1.75  3.75  0.223
H  -5.07  -0.72  3.08  0.239

For the relative energy (zero: lowest compared OMol25 entry of this formula, charge and spin), the calculation gives 12.8 kcal/mol. The max |F| is 1.605 eV/A. The value obtained for the HOMO-LUMO gap is 6.4 eV. As for the charge: 0. The total energy comes out at -72909.215 eV.